[1]
Molecular formula: C13H15ClN2OTl
Method: DFT, the ωB97M-V functional and the def2-TZVPD basis

Geometry (Å):
1 C -3.31 1.21 -0.19
2 C -2.50 2.50 0.16
3 O -1.26 2.59 -0.59
4 C -0.29 1.73 -0.24
5 C -0.13 0.53 -0.87
6 C 0.91 -0.39 -0.47
7 C 1.12 -1.70 -1.08
8 C -0.07 -2.27 -1.92
9 C -0.41 -3.77 -1.57
10 Cl -1.27 -4.41 -3.00
11 C 1.85 0.03 0.65
12 N 2.81 -0.82 0.98
13 C 3.63 -0.36 1.94
14 C 3.45 0.92 2.57
15 N 2.49 1.77 2.30
16 C 1.70 1.28 1.29
17 C 0.64 2.09 0.87
18 H -2.91 0.38 0.42
19 H -4.37 1.33 0.07
20 H -3.18 0.94 -1.24
21 H -3.13 3.39 -0.01
22 H -2.25 2.41 1.26
23 H -0.81 0.27 -1.69
24 H 1.44 -2.42 -0.30
25 H 2.01 -1.63 -1.77
26 H -1.01 -1.70 -1.84
27 H 0.22 -2.26 -2.98
28 H -1.17 -3.75 -0.78
29 H 0.47 -4.37 -1.31
30 H 4.47 -0.99 2.26
31 H 4.18 1.21 3.34
32 H 0.48 3.06 1.37
33 Tl -3.77 3.21 2.35

The total charge is +3. The spin multiplicity is 1. Its LUMO energy is -15.117 eV. The calculation puts the total energy at -35933.1097 eV.

***

[2]
Molecular formula: H28O14
Method: DFT, the ωB97M-V functional and the def2-TZVPD basis

Geometry (Å):
1 H 0.03 0.50 0.31
2 H -0.53 -0.59 1.18
3 H 5.00 -0.35 0.81
4 H 4.05 0.90 0.67
5 H -0.63 -2.02 1.98
6 H -1.60 -3.03 1.62
7 H -0.32 2.17 -3.13
8 H 0.23 0.92 -2.32
9 H -4.18 -0.62 -0.55
10 H -3.75 -1.56 -1.65
11 H 2.09 -0.72 -2.69
12 H 3.14 -1.68 -2.53
13 H 2.05 -0.61 2.87
14 H 2.93 0.41 2.05
15 H 1.32 3.22 0.68
16 H 1.76 2.75 2.08
17 H -2.10 3.36 -1.46
18 H -1.93 2.84 -2.78
19 H -3.49 1.59 0.81
20 H -2.77 0.99 2.01
21 H -2.33 -0.17 3.68
22 H -2.39 -1.54 3.08
23 H -1.89 -2.74 -1.14
24 H -0.66 -3.40 -0.68
25 H 1.76 -3.62 -1.45
26 H 3.07 -4.42 -1.63
27 H 0.71 5.35 -0.73
28 H 0.07 4.13 -1.48
29 O -0.22 -0.44 0.35
30 O 4.84 0.59 1.04
31 O -1.04 -2.34 1.26
32 O -0.43 1.70 -2.28
33 O -3.85 -1.56 -0.70
34 O 2.27 -1.58 -2.25
35 O 2.66 0.16 2.94
36 O 1.60 2.39 1.13
37 O -2.42 2.61 -2.00
38 O -3.58 1.24 1.71
39 O -2.10 -0.58 2.87
40 O -1.34 -3.53 -1.29
41 O 2.77 -3.50 -1.54
42 O 0.88 4.57 -1.19

The spin multiplicity is 1. Its LUMO energy is -0.200 eV. The calculation puts the total energy at -29115.6323 eV.

***

[3]
Molecular formula: C27H24BaClN4O4S2
Method: DFT, the ωB97M-V functional and the def2-TZVPD basis

Geometry (Å):
1 Ba -1.59 0.92 -1.88
2 C 2.15 1.06 -3.53
3 N 1.53 0.58 -2.30
4 C 1.82 -0.83 -2.09
5 C 1.02 -1.70 -3.06
6 N -0.33 -1.96 -2.57
7 C -1.17 -2.45 -3.67
8 C -0.42 -2.86 -1.45
9 C 0.59 -3.78 -1.17
10 C 0.48 -4.70 -0.13
11 C -0.67 -4.70 0.64
12 C -1.68 -3.79 0.38
13 C -1.59 -2.85 -0.66
14 S -2.93 -1.73 -0.88
15 C 1.87 1.45 -1.20
16 C 2.76 1.04 -0.21
17 C 3.11 1.88 0.84
18 C 2.55 3.14 0.91
19 C 1.66 3.56 -0.07
20 C 1.30 2.75 -1.15
21 S 0.20 3.40 -2.37
22 H 3.24 0.88 -3.50
23 H 1.96 2.13 -3.64
24 H 1.74 0.56 -4.41
25 H 1.56 -1.11 -1.07
26 H 2.90 -1.04 -2.23
27 H 1.56 -2.63 -3.28
28 H 0.92 -1.19 -4.01
29 H -0.77 -3.38 -4.10
30 H -1.23 -1.70 -4.46
31 H -2.18 -2.64 -3.29
32 H 1.50 -3.78 -1.76
33 H 1.29 -5.39 0.06
34 H -0.78 -5.41 1.46
35 H -2.57 -3.78 0.99
36 H 3.20 0.05 -0.25
37 H 3.80 1.53 1.60
38 H 2.79 3.81 1.73
39 H 1.21 4.54 -0.01
40 O -4.95 4.15 2.78
41 C -4.07 3.48 3.49
42 O -4.06 3.52 4.70
43 C -3.05 2.69 2.74
44 C -2.02 1.97 3.33
45 Cl -1.66 1.73 4.97
46 N -1.28 1.41 2.35
47 N -1.79 1.69 1.14
48 C -2.85 2.45 1.35
49 C -3.66 2.86 0.14
50 O -4.65 3.58 0.29
51 O -3.23 2.39 -0.95
52 C -0.19 0.50 2.45
53 C -0.25 -0.68 1.71
54 C 0.81 -1.56 1.77
55 C 1.91 -1.29 2.57
56 C 1.96 -0.11 3.31
57 C 0.91 0.79 3.24
58 H -4.81 4.05 1.78
59 H -1.13 -0.89 1.11
60 H 0.77 -2.48 1.19
61 H 2.74 -1.99 2.62
62 H 2.82 0.11 3.92
63 H 0.95 1.73 3.78

The total charge is -1. The spin multiplicity is 1. Its LUMO energy is 1.904 eV. The calculation puts the total energy at -77432.3395 eV.

***

[4]
Molecular formula: C29H38B11Br7N6O2RuSi2
Method: DFT, the ωB97M-V functional and the def2-TZVPD basis

Geometry (Å):
1 Ru -0.09 -0.01 0.19
2 C -1.71 0.59 4.45
3 Si -0.83 -0.71 3.47
4 C -2.02 -1.96 2.78
5 C 0.43 -1.66 4.46
6 N 0.16 0.04 2.11
7 C 1.37 0.71 2.42
8 C 1.61 1.39 3.58
9 C 2.87 1.98 3.80
10 C 3.89 1.87 2.85
11 C 3.66 1.21 1.67
12 C 2.38 0.64 1.39
13 N 2.01 0.09 0.23
14 Si 3.31 -0.49 -0.97
15 C 2.52 -1.24 -2.46
16 C 4.49 0.87 -1.43
17 C 4.19 -1.82 -0.01
18 H -2.40 0.08 5.13
19 H -2.29 1.23 3.78
20 H -1.07 1.22 5.06
21 H -2.24 -2.64 3.61
22 H -1.60 -2.54 1.96
23 H -2.98 -1.54 2.46
24 H -0.07 -2.06 5.35
25 H 1.30 -1.09 4.79
26 H 0.78 -2.52 3.88
27 H 0.85 1.47 4.34
28 H 3.05 2.52 4.72
29 H 4.85 2.33 3.04
30 H 4.44 1.15 0.92
31 H 2.16 -0.50 -3.18
32 H 1.72 -1.94 -2.22
33 H 3.31 -1.81 -2.95
34 H 4.08 1.87 -1.26
35 H 4.70 0.80 -2.50
36 H 5.45 0.78 -0.91
37 H 3.54 -2.68 0.17
38 H 4.59 -1.48 0.95
39 H 5.03 -2.17 -0.61
40 Br -0.57 0.01 -2.46
41 B -1.07 1.88 -2.91
42 B -2.51 2.25 -3.84
43 C -2.90 3.81 -3.31
44 B -2.40 2.72 -2.12
45 B -1.95 4.44 -2.04
46 B -1.78 5.03 -3.71
47 B -2.13 3.68 -4.82
48 B -0.90 2.43 -4.58
49 Br -0.30 1.21 -5.96
50 B -0.45 4.16 -4.50
51 Br 0.67 4.97 -5.85
52 B -0.33 4.63 -2.77
53 Br 0.92 5.96 -2.12
54 B -0.73 3.19 -1.81
55 Br 0.11 2.84 -0.05
56 B 0.21 3.02 -3.31
57 Br 2.08 2.48 -3.28
58 H -3.34 1.47 -4.17
59 H -3.94 4.08 -3.31
60 H -3.15 2.26 -1.34
61 H -2.41 5.13 -1.20
62 H -2.14 6.11 -3.99
63 H -2.72 3.87 -5.82
64 Br -5.85 -2.33 -2.73
65 C -5.62 -1.02 -1.39
66 C -6.71 -0.28 -0.94
67 N -6.60 0.65 0.00
68 C -5.40 0.89 0.51
69 C -4.26 0.20 0.12
70 C -4.37 -0.77 -0.86
71 C -2.95 0.55 0.72
72 O -2.78 1.43 1.52
73 O -1.96 -0.28 0.32
74 H -7.70 -0.46 -1.35
75 H -5.33 1.67 1.27
76 H -3.51 -1.32 -1.20
77 N -4.38 -9.28 -3.44
78 C -3.75 -8.45 -2.96
79 C -2.96 -7.41 -2.35
80 C -1.98 -7.73 -1.43
81 C -1.22 -6.72 -0.84
82 C -1.45 -5.40 -1.18
83 C -2.43 -5.07 -2.11
84 C -3.19 -6.08 -2.69
85 N -0.68 -4.36 -0.57
86 C 0.34 -4.51 0.36
87 C 0.76 -3.26 0.67
88 N 0.03 -2.35 -0.04
89 C -0.82 -3.04 -0.77
90 H -1.80 -8.76 -1.16
91 H -0.47 -7.00 -0.12
92 H -2.63 -4.05 -2.40
93 H -3.95 -5.82 -3.42
94 H 0.68 -5.47 0.70
95 H 1.53 -2.96 1.37
96 H -1.54 -2.60 -1.44

Its expectation value of S² is 8.789. The total charge is +1. The spin multiplicity is 6. Its LUMO energy (spin up / spin down) is -3.844 / -6.569 eV. The calculation puts the total energy at -559806.8159 eV.

***

[5]
Molecular formula: CN2O2S
Method: DFT, the ωB97M-V functional and the def2-TZVPD basis

Geometry (Å):
1 O 0.48 -0.26 -2.53
2 C 0.18 0.15 -1.50
3 N 0.00 0.94 -0.61
4 S -0.40 0.96 0.98
5 N -0.11 -0.66 1.27
6 O -0.16 -1.14 2.39

As for the SMILES: O=C=NSN=O. The spin multiplicity is 1. Its LUMO energy is -0.802 eV. The calculation puts the total energy at -18944.1433 eV.

***

[6]
Molecular formula: C37H38Cl2O2P2W
Method: DFT, the ωB97M-V functional and the def2-TZVPD basis

Geometry (Å):
1 W -0.16 0.35 -2.92
2 C -1.73 0.29 -1.08
3 C -2.39 0.23 -2.33
4 C -2.93 1.39 -3.15
5 C -1.86 1.96 -4.10
6 C -0.64 2.54 -3.43
7 C -0.44 2.72 -2.07
8 C -1.53 2.77 -1.05
9 C -1.50 1.49 -0.24
10 C 1.88 0.68 -3.46
11 H -1.72 -0.65 -0.51
12 H -2.68 -0.78 -2.65
13 H -3.43 2.18 -2.56
14 H -3.77 1.02 -3.79
15 H -1.57 1.15 -4.82
16 H -2.35 2.72 -4.74
17 H 0.09 2.95 -4.14
18 H 0.56 2.97 -1.67
19 H -2.53 2.95 -1.46
20 H -1.36 3.61 -0.34
21 H -0.54 1.36 0.29
22 H -2.27 1.56 0.55
23 H 2.60 -0.11 -3.23
24 H 1.99 1.50 -2.71
25 H 2.00 1.07 -4.47
26 P -0.33 -1.69 -7.83
27 P 1.16 0.91 -7.71
28 C -1.22 -0.20 -8.30
29 C -0.60 1.01 -8.02
30 C -0.56 -2.88 -9.25
31 C -1.61 -2.83 -10.18
32 C -1.76 -3.83 -11.15
33 C -0.81 -4.85 -11.28
34 C 0.26 -4.89 -10.38
35 C 0.38 -3.92 -9.37
36 C -1.30 -2.46 -6.49
37 C -0.83 -2.31 -5.17
38 C -1.39 -3.08 -4.15
39 C -2.58 -3.78 -4.38
40 C -3.08 -3.88 -5.68
41 C -2.43 -3.25 -6.74
42 C 1.97 1.00 -9.39
43 C 1.75 -0.05 -10.30
44 C 2.41 -0.12 -11.52
45 C 3.32 0.88 -11.88
46 C 3.53 1.97 -11.01
47 C 2.84 2.04 -9.79
48 C 1.75 2.37 -6.82
49 C 3.00 2.22 -6.17
50 C 3.43 3.17 -5.24
51 C 2.63 4.29 -4.99
52 C 1.44 4.49 -5.70
53 C 0.99 3.52 -6.60
54 H -2.22 -0.30 -8.74
55 H -1.13 1.97 -7.91
56 H -2.34 -2.02 -10.15
57 H -2.62 -3.83 -11.82
58 H -0.89 -5.60 -12.07
59 H 1.01 -5.68 -10.45
60 H 1.21 -3.98 -8.67
61 H -0.02 -1.60 -4.94
62 H -0.93 -3.12 -3.16
63 H -3.11 -4.22 -3.54
64 H -3.98 -4.46 -5.89
65 H -2.78 -3.38 -7.76
66 H 1.03 -0.83 -10.05
67 H 2.22 -0.95 -12.21
68 H 3.86 0.84 -12.83
69 H 4.22 2.76 -11.29
70 H 2.97 2.90 -9.15
71 H 3.59 1.33 -6.37
72 H 4.37 3.01 -4.71
73 H 2.96 5.02 -4.24
74 H 0.85 5.39 -5.53
75 H 0.04 3.67 -7.12
76 Cl 2.13 0.26 0.85
77 C 1.81 -1.42 0.45
78 Cl 1.38 -2.38 1.84
79 C 0.77 -1.48 -0.70
80 O -0.25 -2.19 -0.66
81 O 1.10 -0.60 -1.63
82 H 2.75 -1.81 0.05

Its expectation value of S² is 2.018. The total charge is +2. The spin multiplicity is 3. Its LUMO energy (spin up / spin down) is -7.219 / -8.068 eV. The calculation puts the total energy at -88507.0019 eV.